--- A ---
The following is a DFT calculation (ωB97M-V/def2-TZVPD) of C39H31F10N4OPS2Sc as an isolated structure.

Calculated values
- Spin multiplicity: 2
- Net charge: -2

Each line ends with the Mulliken charge.
Atoms and positions in Å:
Sc  0.168  -0.733  -0.252  -0.97
C  -3.126  -3.023  0.863  -1.13
C  -3.140  -1.521  0.900  0.20
N  -2.642  -0.948  1.924  -0.33
N  -2.802  0.415  2.025  -0.55
C  -1.764  1.138  2.164  0.25
S  -0.073  0.727  2.024  -0.34
S  -2.187  2.782  2.779  -0.28
C  -1.062  3.847  1.841  0.39
C  -1.679  4.421  0.599  0.20
C  -2.081  5.752  0.558  -0.56
C  -2.649  6.291  -0.588  -0.57
C  -2.825  5.494  -1.711  -0.65
C  -2.443  4.159  -1.671  -0.67
C  -1.879  3.621  -0.525  0.83
C  -3.690  -0.825  -0.294  0.31
C  -5.009  -1.011  -0.686  -0.51
C  -5.512  -0.424  -1.837  -0.92
C  -4.655  0.331  -2.631  -0.88
C  -3.333  0.512  -2.271  -0.34
C  -2.820  -0.044  -1.089  0.22
O  -1.572  0.154  -0.734  2.18
H  -2.889  -3.421  1.848  0.34
H  -4.092  -3.401  0.518  0.49
H  -2.369  -3.368  0.155  0.02
H  -0.733  4.642  2.511  0.54
H  -0.201  3.217  1.611  -1.09
H  -1.941  6.375  1.436  0.35
H  -2.954  7.331  -0.604  0.34
H  -3.269  5.907  -2.609  0.39
H  -2.597  3.524  -2.534  0.40
H  -1.621  2.567  -0.490  0.02
H  -5.658  -1.622  -0.066  0.44
H  -6.547  -0.568  -2.122  0.36
H  -5.020  0.772  -3.553  0.40
H  -2.649  1.058  -2.908  0.64
C  2.971  4.662  -3.324  -1.64
C  2.260  3.575  -2.568  1.11
C  2.172  3.600  -1.183  -1.15
C  1.508  2.579  -0.524  -0.66
N  0.925  1.565  -1.155  1.42
C  0.999  1.536  -2.486  -0.29
C  1.651  2.510  -3.223  -1.44
H  3.758  5.112  -2.717  0.37
H  2.271  5.451  -3.607  0.28
H  3.419  4.273  -4.239  0.40
H  2.629  4.400  -0.614  0.55
H  1.432  2.561  0.558  0.28
H  0.520  0.698  -2.982  0.23
H  1.688  2.426  -4.302  0.44
F  -0.356  -1.913  -1.985  -0.55
P  -0.403  -2.329  -3.638  1.58
F  1.083  -1.728  -3.781  -0.36
F  -1.003  -0.859  -3.935  -0.33
F  -1.885  -2.888  -3.401  -0.39
F  -0.450  -2.708  -5.198  -0.36
F  0.208  -3.759  -3.249  -0.39
F  1.981  -0.875  -0.797  -0.68
C  2.942  -0.441  2.144  -1.78
C  3.656  0.635  1.619  1.78
C  3.753  1.862  2.332  -0.69
C  4.450  2.927  1.821  -0.56
C  5.080  2.817  0.571  0.40
C  4.986  1.622  -0.159  -0.57
C  4.289  0.555  0.348  -0.45
C  5.766  3.943  0.019  0.11
N  6.314  4.857  -0.422  -0.63
H  2.427  -0.342  3.089  0.27
H  2.822  -1.363  1.592  0.47
H  3.241  1.949  3.282  0.36
H  4.508  3.861  2.365  0.42
H  5.441  1.561  -1.139  0.45
H  4.159  -0.346  -0.234  0.35
F  1.677  -9.017  4.835  -0.30
C  0.616  -8.863  4.017  0.84
F  0.675  -9.879  3.122  -0.27
F  -0.483  -9.114  4.771  -0.27
C  0.570  -7.525  3.363  0.43
C  1.498  -6.540  3.671  -0.53
C  1.429  -5.306  3.050  -0.65
C  0.430  -5.024  2.109  0.64
C  -0.501  -6.033  1.813  -0.35
C  -0.432  -7.264  2.432  -0.96
C  0.358  -3.757  1.466  0.21
C  0.265  -2.657  0.944  -0.42
H  2.279  -6.739  4.393  0.41
H  2.152  -4.536  3.283  0.50
H  -1.272  -5.826  1.084  0.48
H  -1.156  -8.033  2.189  0.34


--- B ---
The following is a DFT calculation (ωB97M-V/def2-TZVPD) of C39H31F10N4OPS2Sc as an isolated structure.

Calculated values
- Spin multiplicity: 2
- Net charge: -2

Each line ends with the Mulliken charge.
Atoms and positions in Å:
Sc  0.706  -0.124  -0.841  -0.15
C  3.248  2.123  1.569  -1.43
C  2.513  1.133  2.429  0.62
N  3.106  0.078  2.821  -0.47
N  2.515  -0.658  3.863  -0.58
C  1.541  -1.459  3.598  0.16
S  0.620  -1.772  2.209  -0.25
S  1.003  -2.354  5.110  -0.25
C  -0.308  -1.198  5.613  -0.06
C  -0.005  -0.456  6.887  0.67
C  1.237  0.154  7.073  -0.07
C  1.500  0.872  8.226  -0.68
C  0.536  0.984  9.224  -0.43
C  -0.693  0.370  9.055  -0.51
C  -0.958  -0.347  7.893  -0.64
C  1.153  1.560  2.847  -0.31
C  0.910  2.010  4.136  -0.19
C  -0.353  2.422  4.537  -0.79
C  -1.395  2.362  3.621  -0.73
C  -1.169  1.921  2.328  -0.30
C  0.109  1.538  1.897  -0.13
O  0.296  1.126  0.658  1.09
H  4.208  1.733  1.235  0.43
H  3.437  3.016  2.175  0.32
H  2.655  2.432  0.709  0.13
H  -1.257  -1.727  5.707  0.45
H  -0.425  -0.491  4.787  -0.51
H  1.983  0.034  6.293  0.41
H  2.466  1.347  8.354  0.39
H  0.749  1.544  10.127  0.36
H  -1.452  0.444  9.827  0.36
H  -1.925  -0.822  7.760  0.32
H  1.730  2.014  4.845  0.46
H  -0.522  2.758  5.554  0.38
H  -2.399  2.647  3.918  0.44
H  -1.982  1.829  1.620  0.57
C  5.667  -3.990  1.001  -1.56
C  4.582  -3.089  0.487  1.36
C  3.300  -3.563  0.245  -0.69
C  2.324  -2.686  -0.187  -0.83
N  2.566  -1.393  -0.407  0.44
C  3.798  -0.933  -0.199  -0.41
C  4.824  -1.743  0.248  -0.80
H  5.283  -4.985  1.223  0.35
H  6.102  -3.579  1.914  0.34
H  6.471  -4.089  0.268  0.32
H  3.042  -4.597  0.433  0.31
H  1.308  -3.024  -0.349  0.57
H  3.958  0.114  -0.399  0.41
H  5.799  -1.309  0.432  0.38
F  2.276  1.382  -1.470  -0.20
P  3.102  2.095  -2.799  1.60
F  1.808  1.816  -3.703  -0.36
F  3.685  0.651  -3.157  -0.37
F  4.339  2.343  -1.796  -0.37
F  3.873  2.790  -4.014  -0.33
F  2.457  3.502  -2.334  -0.39
F  0.843  -0.804  -2.632  -0.78
C  -0.952  2.031  -2.107  -2.32
C  -1.741  2.784  -1.232  1.45
C  -1.237  3.962  -0.629  -0.09
C  -2.040  4.741  0.168  -0.77
C  -3.373  4.369  0.391  0.65
C  -3.882  3.184  -0.163  -0.70
C  -3.075  2.399  -0.950  -0.70
C  -4.217  5.194  1.189  0.03
N  -4.905  5.871  1.818  -0.60
H  0.034  2.354  -2.416  0.67
H  -1.352  1.124  -2.547  0.53
H  -0.201  4.230  -0.795  0.43
H  -1.648  5.633  0.638  0.42
H  -4.903  2.891  0.046  0.43
H  -3.445  1.466  -1.357  0.41
F  -7.212  -5.971  -0.218  -0.29
C  -6.791  -5.452  -1.384  0.84
F  -6.559  -6.501  -2.205  -0.27
F  -7.858  -4.813  -1.918  -0.27
C  -5.605  -4.565  -1.240  0.42
C  -5.087  -4.246  0.010  -0.56
C  -3.989  -3.412  0.110  -0.55
C  -3.385  -2.873  -1.037  0.28
C  -3.919  -3.213  -2.288  -0.49
C  -5.017  -4.045  -2.389  -0.81
C  -2.261  -2.010  -0.923  0.11
C  -1.329  -1.234  -0.771  -0.05
H  -5.538  -4.652  0.905  0.41
H  -3.570  -3.164  1.076  0.55
H  -3.454  -2.812  -3.179  0.48
H  -5.418  -4.296  -3.363  0.34


Stability ranking, top entry: A; the second entry is 82.6 kJ/mol less favorable.